{"formula": "C44H82FN2O13S2", "method": "ωB97M-V/def2-TZVPD", "species": ["C", "C", "C", "F", "S", "O", "O", "N", "S", "O", "O", "C", "C", "C", "C", "C", "N", "H", "H", "H", "H", "H", "H", "H", "H", "H", "H", "C", "C", "C", "O", "C", "H", "H", "H", "H", "H", "H", "H", "H", "C", "C", "C", "O", "C", "H", "H", "H", "H", "H", "H", "H", "H", "C", "C", "C", "O", "C", "H", "H", "H", "H", "H", "H", "H", "H", "C", "C", "C", "O", "C", "H", "H", "H", "H", "H", "H", "H", "H", "C", "C", "C", "O", "C", "H", "H", "H", "H", "H", "H", "H", "H", "C", "C", "C", "O", "C", "H", "H", "H", "H", "H", "H", "H", "H", "C", "C", "C", "O", "C", "H", "H", "H", "H", "H", "H", "H", "H", "C", "C", "C", "O", "C", "H", "H", "H", "H", "H", "H", "H", "H", "C", "C", "C", "O", "C", "H", "H", "H", "H", "H", "H", "H", "H"], "coordinates": [[-4.286, 0.552, 1.779], [-4.704, -0.899, 1.189], [-5.497, -0.815, -0.207], [-4.639, -0.218, -1.212], [-5.985, -2.582, -0.643], [-4.682, -3.233, -1.110], [-6.924, -2.635, -1.830], [-6.503, -3.482, 0.722], [-8.164, -3.234, 1.077], [-8.421, -3.737, 2.490], [-9.104, -4.030, 0.176], [-8.549, -1.388, 0.986], [-8.412, -0.657, 2.329], [-8.677, 0.896, 2.285], [-9.028, 1.373, 0.839], [-9.156, 0.467, -0.399], [-8.907, -0.928, -0.299], [-5.030, 0.806, 2.624], [-3.265, 0.418, 2.273], [-4.274, 1.363, 0.968], [-5.295, -1.456, 1.990], [-3.744, -1.484, 0.980], [-6.390, -0.117, -0.094], [-8.114, -1.174, 3.304], [-8.587, 1.579, 3.186], [-9.208, 2.498, 0.683], [-9.428, 0.886, -1.435], [0.820, 2.744, 1.064], [-0.063, 3.539, 0.133], [-1.123, 2.522, -0.242], [-1.268, 1.641, 0.880], [-0.188, 1.879, 1.794], [1.417, 3.363, 1.738], [1.501, 2.116, 0.483], [-0.520, 4.372, 0.678], [0.464, 3.945, -0.733], [-0.811, 1.921, -1.103], [-2.086, 2.985, -0.472], [-0.597, 2.397, 2.668], [0.235, 0.926, 2.120], [3.211, 7.073, 2.438], [2.327, 7.870, 1.506], [1.267, 6.853, 1.131], [1.122, 5.970, 2.253], [2.202, 6.208, 3.166], [3.808, 7.690, 3.112], [3.892, 6.444, 1.856], [1.870, 8.703, 2.051], [2.854, 8.276, 0.641], [1.580, 6.252, 0.271], [0.305, 7.317, 0.901], [1.794, 6.726, 4.041], [2.625, 5.254, 3.491], [5.836, 1.811, -0.042], [5.502, 1.001, -1.274], [4.056, 0.625, -1.022], [3.479, 1.686, -0.247], [4.533, 2.540, 0.220], [6.683, 2.486, -0.176], [6.063, 1.139, 0.794], [5.574, 1.635, -2.164], [6.149, 0.134, -1.419], [3.982, -0.297, -0.434], [3.489, 0.495, -1.946], [4.481, 3.476, -0.347], [4.382, 2.765, 1.278], [-1.832, 7.458, 5.387], [-1.347, 6.339, 4.494], [-2.604, 5.512, 4.312], [-3.712, 6.422, 4.387], [-3.240, 7.685, 4.871], [-1.213, 8.356, 5.343], [-1.866, 7.116, 6.427], [-1.025, 6.746, 3.530], [-0.518, 5.767, 4.916], [-2.718, 4.779, 5.117], [-2.626, 4.986, 3.355], [-3.246, 8.389, 4.032], [-3.916, 8.058, 5.644], [8.916, -1.545, 1.250], [8.952, -2.675, 0.246], [8.318, -2.035, -0.973], [8.636, -0.636, -0.920], [9.177, -0.337, 0.374], [9.642, -1.651, 2.057], [7.917, -1.476, 1.694], [9.991, -2.945, 0.028], [8.428, -3.574, 0.576], [7.227, -2.131, -0.951], [8.685, -2.460, -1.909], [10.252, -0.159, 0.254], [8.715, 0.573, 0.764], [6.958, -0.515, -5.905], [5.761, -1.401, -6.166], [5.981, -2.527, -5.176], [6.675, -1.965, -4.052], [7.132, -0.651, -4.405], [6.818, 0.519, -6.225], [7.837, -0.917, -6.421], [4.840, -0.862, -5.920], [5.688, -1.748, -7.198], [6.615, -3.313, -5.602], [5.045, -2.979, -4.842], [6.513, 0.074, -3.866], [8.170, -0.525, -4.089], [5.035, -6.647, -2.358], [5.071, -7.776, -3.364], [4.436, -7.134, -4.582], [4.755, -5.737, -4.527], [5.297, -5.438, -3.233], [5.762, -6.754, -1.551], [4.038, -6.578, -1.913], [6.110, -8.046, -3.582], [4.547, -8.675, -3.034], [3.346, -7.230, -4.559], [4.804, -7.558, -5.519], [6.372, -5.260, -3.354], [4.835, -4.528, -2.842], [2.018, -7.555, 2.053], [1.678, -6.268, 1.334], [3.049, -5.751, 0.949], [3.887, -6.899, 0.753], [3.206, -8.057, 1.256], [1.195, -8.270, 2.087], [2.324, -7.336, 3.082], [1.095, -6.489, 0.434], [1.111, -5.561, 1.942], [3.488, -5.149, 1.752], [3.030, -5.151, 0.036], [2.882, -8.654, 0.396], [3.893, -8.655, 1.858], [-13.882, 1.114, -1.820], [-13.819, -0.374, -2.081], [-12.394, -0.704, -1.681], [-12.029, 0.220, -0.647], [-13.019, 1.253, -0.581], [-14.895, 1.494, -1.678], [-13.426, 1.657, -2.656], [-14.522, -0.895, -1.422], [-14.048, -0.650, -3.111], [-11.703, -0.561, -2.519], [-12.288, -1.727, -1.314], [-13.606, 1.097, 0.331], [-12.529, 2.228, -0.517]], "atomic_forces_ev_per_a": [[-0.50, -0.86, 0.35], [0.74, 0.55, -0.38], [0.58, 1.09, 1.77], [-1.43, -1.34, 1.50], [1.16, -4.30, -4.71], [-2.49, 2.02, 2.40], [1.31, 1.20, 3.38], [-1.65, 2.98, -1.13], [-2.03, -4.64, 0.24], [1.42, 2.33, -2.52], [2.59, 3.02, 1.46], [-0.29, 1.61, 0.99], [-0.87, 3.00, -2.67], [-0.12, -3.76, -4.60], [0.32, -1.23, 0.78], [1.07, -0.78, 3.56], [0.14, 2.80, 3.30], [1.06, -0.07, -1.45], [-1.35, 0.55, -0.87], [0.14, -1.20, 1.33], [0.64, 0.62, -1.44], [-1.44, 0.66, 0.21], [1.00, -1.14, -0.42], [-0.55, 0.56, -1.86], [-0.18, -0.99, -1.46], [0.27, -1.92, 0.26], [0.48, -0.76, 1.97], [0.51, -0.37, -0.06], [-0.22, 0.52, 0.04], [-0.12, -0.33, -0.17], [0.35, 0.29, -0.02], [-0.32, 0.01, 0.18], [-0.08, 0.01, -0.02], [-0.15, 0.14, 0.17], [0.03, -0.01, -0.06], [-0.03, -0.06, 0.01], [-0.04, 0.07, -0.06], [-0.01, -0.14, 0.06], [0.06, -0.01, 0.09], [-0.12, -0.02, -0.05], [0.46, -0.19, -0.02], [-0.16, 0.46, -0.03], [-0.15, -0.32, -0.20], [0.35, 0.31, -0.03], [-0.32, -0.11, 0.22], [-0.05, -0.06, -0.02], [-0.02, 0.04, 0.07], [0.03, -0.03, -0.07], [-0.06, -0.04, 0.04], [-0.03, 0.07, -0.06], [-0.01, -0.13, 0.06], [0.08, -0.01, 0.07], [-0.13, -0.01, -0.03], [0.25, -0.05, 0.36], [0.10, -0.09, -0.45], [-0.23, -0.21, 0.09], [0.56, -0.05, -0.12], [-0.29, 0.21, -0.05], [-0.06, -0.03, 0.01], [0.01, 0.06, -0.03], [0.00, -0.05, 0.03], [-0.02, 0.09, 0.01], [0.02, -0.05, -0.08], [-0.07, 0.04, 0.12], [0.07, 0.06, 0.06], [-0.12, -0.03, -0.05], [0.06, 0.09, 0.47], [0.25, 0.05, -0.36], [-0.21, -0.29, 0.06], [0.31, 0.17, 0.12], [-0.26, 0.03, -0.25], [-0.06, -0.03, 0.00], [0.00, 0.08, -0.04], [0.05, -0.12, 0.07], [-0.06, 0.00, -0.07], [0.07, -0.06, -0.04], [-0.10, 0.05, 0.06], [0.02, 0.10, 0.06], [-0.06, -0.07, -0.08], [-0.24, 0.10, 0.41], [0.29, -0.32, -0.10], [-0.28, 0.01, -0.24], [0.08, -0.15, 0.30], [0.18, 0.23, -0.24], [-0.04, 0.04, -0.05], [0.08, 0.01, 0.01], [-0.07, -0.02, 0.01], [0.01, 0.07, -0.05], [0.01, -0.12, -0.07], [-0.10, 0.14, 0.00], [0.01, 0.04, 0.10], [0.00, 0.00, -0.12], [0.39, 0.10, -0.22], [-0.44, 0.08, -0.09], [0.04, -0.36, 0.11], [0.01, 0.21, -0.25], [-0.06, 0.05, 0.33], [0.02, -0.05, 0.05], [-0.04, 0.07, 0.03], [0.04, -0.06, -0.05], [0.00, -0.01, 0.09], [-0.11, -0.05, -0.05], [0.14, -0.02, 0.04], [0.09, 0.08, -0.04], [-0.08, -0.07, 0.11], [-0.26, 0.13, 0.33], [0.30, -0.32, -0.11], [-0.28, 0.12, -0.19], [0.05, -0.21, 0.18], [0.22, 0.17, -0.16], [-0.12, 0.03, -0.02], [0.14, -0.02, 0.05], [-0.07, -0.03, -0.01], [0.02, 0.07, -0.04], [0.01, -0.10, -0.02], [-0.03, 0.13, 0.00], [0.01, 0.08, 0.10], [0.02, 0.00, -0.12], [0.00, -0.16, 0.44], [-0.35, 0.15, -0.30], [0.28, 0.17, 0.06], [-0.26, -0.04, 0.18], [0.15, -0.14, -0.27], [0.07, 0.04, -0.02], [-0.03, -0.06, -0.05], [0.01, 0.07, 0.08], [0.05, -0.04, -0.07], [-0.06, 0.08, -0.02], [0.10, -0.07, 0.02], [-0.03, -0.08, 0.06], [0.06, 0.07, -0.09], [-0.06, 0.40, -0.27], [-0.28, -0.32, 0.05], [0.39, -0.18, -0.03], [-0.52, 0.19, -0.20], [0.18, -0.16, 0.34], [0.07, 0.00, 0.01], [-0.05, 0.00, 0.06], [0.04, 0.00, -0.07], [0.05, 0.00, 0.07], [-0.02, -0.11, -0.03], [0.14, 0.13, 0.04], [-0.06, 0.11, 0.00], [0.07, -0.07, 0.05]], "lowdin_charge": [-0.112, -0.213, -0.322, -0.075, 0.623, -0.412, -0.400, -0.328, 0.628, -0.427, -0.404, -0.307, -0.018, -0.027, -0.061, -0.112, 0.058, 0.065, 0.063, 0.076, 0.099, 0.117, 0.114, 0.103, 0.085, 0.081, 0.119, -0.174, -0.178, -0.194, -0.148, -0.195, 0.102, 0.094, 0.104, 0.112, 0.120, 0.117, 0.112, 0.117, -0.176, -0.176, -0.202, -0.171, -0.205, 0.114, 0.114, 0.116, 0.115, 0.115, 0.121, 0.111, 0.118, -0.177, -0.177, -0.184, -0.164, -0.203, 0.116, 0.113, 0.115, 0.094, 0.121, 0.122, 0.118, 0.116, -0.181, -0.185, -0.195, -0.136, -0.211, 0.110, 0.114, 0.106, 0.113, 0.119, 0.119, 0.115, 0.115, -0.178, -0.175, -0.206, -0.155, -0.206, 0.113, 0.115, 0.115, 0.116, 0.116, 0.117, 0.116, 0.107, -0.177, -0.173, -0.203, -0.154, -0.203, 0.113, 0.115, 0.118, 0.115, 0.122, 0.111, 0.102, 0.119, -0.179, -0.176, -0.205, -0.149, -0.210, 0.117, 0.106, 0.114, 0.113, 0.118, 0.115, 0.118, 0.117, -0.179, -0.172, -0.205, -0.163, -0.207, 0.116, 0.115, 0.121, 0.119, 0.116, 0.113, 0.116, 0.115, -0.186, -0.181, -0.195, -0.167, -0.207, 0.109, 0.113, 0.115, 0.112, 0.120, 0.128, 0.117, 0.114], "total_charge": -1, "homo_ev": -5.54, "fmax_ev_per_a": 6.5}